Density functional theory data (the ωB97M-V functional and the def2-TZVPD basis) for a single C3H4N2O molecule at a distorted geometry.

XYZ file:
```
10
Properties=species:S:1:pos:R:3:forces:R:3
O 2.3527 -0.2193 -0.3332 0.156 -0.954 1.075
C 1.1619 -0.3025 -0.0673 0.763 -0.286 0.071
N 0.3844 -1.4133 0.1532 0.109 0.086 0.077
N -0.8714 -0.9639 -0.0422 -0.098 0.272 -0.215
C -1.0575 0.2794 -0.4120 0.275 -0.234 -0.180
C 0.2819 0.8966 -0.4152 0.465 0.120 -0.183
H 1.0487 0.9324 -1.2345 -2.129 1.017 -0.932
H -1.6114 -1.6528 0.0803 0.170 0.322 0.049
H -2.0556 0.6969 -0.4934 0.273 -0.085 -0.049
H 0.3719 1.8594 0.0874 0.018 -0.258 0.287
```
Positions in Å, forces in eV/Å.

ΔE to the lowest compared entry with this formula, charge and spin: 70.5 kcal per mole
Total charge: 0
Frontier orbital gap: 8.727 eV
HOMO: -8.646 eV
M: 84.08 g/mol
Calculated total energy: -8200.827 eV

Results of the natural (NBO) charge analysis, in e, for atoms 1 through 5:
1. O -0.6312
2. C 0.6025
3. N -0.4058
4. N -0.2244
5. C 0.0446